[1]
Computed, not measured: a molecular structure, C56H53BKN11, with wB97M-V/def2-TZVPD.

Results
- relative energy (zero: lowest compared OMol25 entry of this formula, charge and spin) (kJ/mol) = 33.0
- DFT total energy (eV) = -92330.2836
- HOMO (eV) = -7.57

Atoms and positions in Å:
K  0.207  0.332  -0.651
C  3.578  -0.638  -0.950
C  3.231  -1.036  0.495
C  3.112  0.112  1.470
C  3.736  0.072  2.708
C  3.501  1.092  3.617
C  2.662  2.128  3.252
C  2.097  2.099  1.986
N  2.315  1.122  1.112
N  2.477  -0.882  -1.887
C  2.701  -0.235  -3.171
C  2.818  1.270  -3.093
C  3.649  1.951  -3.975
C  3.717  3.332  -3.902
C  2.972  3.985  -2.934
C  2.183  3.221  -2.088
N  2.090  1.897  -2.172
C  2.268  -2.308  -2.086
C  0.939  -2.657  -2.719
C  0.848  -3.666  -3.671
C  -0.404  -4.029  -4.148
C  -1.518  -3.353  -3.685
C  -1.328  -2.339  -2.756
N  -0.135  -2.003  -2.275
H  4.480  -1.183  -1.275
H  3.808  0.425  -0.977
H  3.960  -1.750  0.879
H  2.268  -1.556  0.507
H  4.376  -0.764  2.964
H  3.952  1.061  4.601
H  2.428  2.935  3.933
H  1.418  2.884  1.669
H  1.849  -0.474  -3.817
H  3.600  -0.636  -3.670
H  4.236  1.401  -4.700
H  4.352  3.887  -4.580
H  3.000  5.060  -2.826
H  1.596  3.695  -1.311
H  2.295  -2.799  -1.111
H  3.084  -2.754  -2.680
H  1.744  -4.168  -4.015
H  -0.503  -4.826  -4.874
H  -2.517  -3.601  -4.015
H  -2.173  -1.782  -2.368
C  -3.534  -1.072  4.254
C  -2.075  -0.913  4.535
C  -1.391  -1.242  5.685
C  -0.044  -0.951  5.399
N  0.081  -0.482  4.166
N  -1.165  -0.445  3.644
B  -1.271  0.129  2.219
N  -1.215  1.693  2.215
N  -1.165  2.283  1.002
C  -1.159  3.597  1.213
C  -1.198  3.861  2.592
C  -1.237  2.620  3.198
C  -1.335  2.334  4.660
C  -1.183  4.551  0.091
C  -1.405  5.909  0.317
C  -1.454  6.808  -0.737
C  -1.287  6.365  -2.042
C  -1.064  5.016  -2.279
C  -1.011  4.120  -1.223
N  -2.527  -0.318  1.450
N  -2.446  -1.515  0.827
C  -3.623  -1.715  0.247
C  -4.482  -0.625  0.487
C  -3.738  0.252  1.247
C  -4.137  1.597  1.759
C  -3.861  -2.946  -0.525
C  -3.059  -4.070  -0.320
C  -3.257  -5.222  -1.063
C  -4.263  -5.277  -2.020
C  -5.067  -4.165  -2.230
C  -4.864  -3.007  -1.490
C  1.140  -1.131  6.254
C  1.056  -0.979  7.636
C  2.180  -1.138  8.434
C  3.405  -1.450  7.860
C  3.495  -1.608  6.483
C  2.371  -1.455  5.687
H  -4.011  -1.549  5.108
H  -4.022  -0.109  4.099
H  -3.708  -1.685  3.370
H  -1.804  -1.687  6.575
H  -0.305  -0.296  1.647
H  -1.205  4.813  3.097
H  -1.309  3.277  5.205
H  -2.272  1.830  4.904
H  -0.518  1.702  5.008
H  -1.552  6.265  1.329
H  -1.629  7.858  -0.539
H  -1.330  7.066  -2.866
H  -0.923  4.653  -3.290
H  -0.809  3.078  -1.419
H  -5.501  -0.486  0.163
H  -5.215  1.715  1.657
H  -3.875  1.736  2.807
H  -3.643  2.391  1.196
H  -2.279  -4.018  0.428
H  -2.628  -6.086  -0.890
H  -4.423  -6.181  -2.594
H  -5.854  -4.197  -2.972
H  -5.486  -2.138  -1.668
H  0.105  -0.718  8.084
H  2.100  -1.012  9.506
H  4.282  -1.572  8.483
H  4.446  -1.863  6.031
H  2.422  -1.582  4.615
N  -0.822  1.217  -3.380
C  -0.882  0.766  -4.434
C  -0.944  0.184  -5.746
C  -1.691  0.794  -6.752
C  -1.737  0.216  -8.009
C  -1.044  -0.961  -8.260
C  -0.304  -1.567  -7.255
C  -0.251  -0.998  -5.994
H  -2.226  1.709  -6.541
H  -2.315  0.684  -8.794
H  -1.084  -1.409  -9.245
H  0.231  -2.487  -7.451
H  0.312  -1.468  -5.198

=====

[2]
Computed, not measured: 4 unconnected molecules or ions with the total composition C3H13NO3 at a distorted geometry, with wB97M-V/def2-TZVPD.

Results
- relative energy (zero: lowest compared OMol25 entry of this formula, charge and spin) (kJ/mol) = 100.7
- structure (SMILES) = C/C=C/N.O.O.O
- DFT total energy (eV) = -10953.7284
- HOMO (eV) = -8.47

Atoms and positions in Å:
C  -0.764  3.083  1.794
C  -1.113  2.550  0.409
C  -0.170  2.233  -0.465
N  -0.449  1.670  -1.726
H  -1.636  3.454  2.308
H  -0.206  2.331  2.295
H  -0.141  3.968  1.739
H  -2.175  2.455  0.208
H  0.886  2.390  -0.288
H  0.073  1.991  -2.523
H  -1.397  1.817  -2.002
O  0.019  -1.428  -1.416
H  -0.617  -1.136  -2.076
H  -0.311  -0.997  -0.615
O  0.192  -4.060  -0.185
H  -0.740  -4.028  0.050
H  0.483  -3.278  -0.665
O  2.979  -4.178  1.261
H  2.099  -4.423  1.565
H  2.990  -4.412  0.331

=====

[3]
Computed, not measured: a gas-phase ion, C3H3ClNO (charge +1) at a distorted geometry, with wB97M-V/def2-TZVPD.

Results
- relative energy (zero: lowest compared OMol25 entry of this formula, charge and spin) (kJ/mol) = 158.4
- structure (SMILES) = O=[N+]1C=C[C@H]1Cl
- DFT total energy (eV) = -19207.7508
- total charge = +1
- HOMO (eV) = -16.43

Atoms and positions in Å:
O  -0.137  0.573  -2.103
N  -0.147  0.352  -0.960
C  -1.197  0.167  0.109
C  -0.241  -0.105  1.018
C  0.905  0.003  0.042
Cl  1.618  -1.593  -0.355
H  -2.265  0.250  0.023
H  -0.240  -0.384  2.055
H  1.703  0.737  0.172

=====

[4]
Computed, not measured: 6 unconnected molecules or ions with the total composition C24H66N6O6 at a distorted geometry, with wB97M-V/def2-TZVPD.

Results
- relative energy (zero: lowest compared OMol25 entry of this formula, charge and spin) (kJ/mol) = 1490.8
- structure (SMILES) = COC[C@H](C)N.COC[C@H](C)N.COC[C@H](C)N.COC[C@H](C)N.COC[C@H](C)N.COC[C@H](C)N
- DFT total energy (eV) = -47166.2659
- HOMO (eV) = -8.89

Atoms and positions in Å:
C  36.024  13.015  32.249
O  35.832  13.491  31.035
C  36.439  14.736  30.756
C  36.477  14.889  29.207
C  37.482  14.047  28.535
N  36.863  16.304  28.874
H  35.735  13.626  33.036
H  37.038  12.769  32.478
H  35.732  11.918  32.230
H  36.037  15.696  31.163
H  37.495  14.749  31.264
H  35.425  14.573  28.985
H  37.478  13.863  27.334
H  37.482  12.956  28.917
H  38.392  14.457  28.655
H  36.759  16.643  27.981
H  37.788  16.493  29.223
C  34.285  19.719  22.110
O  35.504  19.064  22.707
C  35.781  19.501  24.025
C  36.988  18.568  24.380
C  36.799  17.036  24.110
N  37.189  18.837  25.786
H  34.375  20.775  21.967
H  33.500  19.413  22.810
H  33.814  19.354  21.204
H  35.957  20.581  24.174
H  34.921  19.460  24.611
H  38.047  18.914  23.844
H  35.826  16.628  24.474
H  37.347  16.554  24.643
H  36.828  16.886  23.204
H  37.422  19.793  25.928
H  36.500  18.640  26.353
C  32.629  16.809  24.554
O  32.275  16.820  25.974
C  33.309  17.313  26.794
C  32.891  17.002  28.204
C  31.528  17.576  28.617
N  33.896  17.319  29.277
H  31.703  16.847  24.113
H  33.112  15.814  24.337
H  33.310  17.410  24.326
H  34.435  16.640  26.567
H  33.391  18.355  26.717
H  32.786  16.000  28.462
H  31.359  17.247  29.449
H  30.743  17.491  27.939
H  31.771  18.738  28.629
H  34.774  16.774  28.934
H  33.448  16.765  30.114
C  39.395  16.582  20.187
O  40.093  17.813  20.484
C  40.195  18.803  19.551
C  40.727  20.117  20.162
C  39.831  20.527  21.354
N  40.692  21.154  19.184
H  39.843  15.808  20.843
H  39.402  16.469  19.178
H  38.358  16.861  20.592
H  40.605  18.492  18.658
H  39.131  18.911  19.220
H  41.702  19.722  20.612
H  40.139  21.322  21.942
H  39.514  19.708  22.031
H  38.801  20.727  21.238
H  41.526  21.043  18.617
H  41.121  22.075  19.681
C  33.887  21.076  26.849
O  34.039  21.935  25.778
C  35.126  22.871  25.907
C  35.156  23.919  24.750
C  35.351  23.246  23.436
N  36.235  24.875  25.151
H  32.783  20.783  26.822
H  34.139  21.619  27.886
H  34.497  20.219  26.877
H  35.107  23.405  26.787
H  36.010  22.298  26.121
H  34.315  24.449  24.894
H  36.286  22.661  23.728
H  35.580  24.055  22.777
H  34.522  22.583  23.163
H  35.830  25.395  26.095
H  36.364  25.660  24.556
C  41.540  22.082  28.948
O  40.569  22.602  28.118
C  40.951  22.889  26.734
C  39.666  22.812  25.781
C  39.988  22.286  24.332
N  39.158  24.177  25.851
H  41.165  22.136  29.900
H  42.470  22.496  29.011
H  41.917  21.082  28.527
H  41.362  23.815  26.764
H  41.510  22.129  26.613
H  39.061  22.152  26.259
H  40.152  21.278  24.377
H  40.578  22.778  23.840
H  39.171  22.610  23.723
H  39.178  24.352  26.907
H  38.345  24.251  25.483

=====

[5]
Computed, not measured: a molecular structure, C3H2BiFO at a distorted geometry, with wB97M-V/def2-TZVPD.

Results
- DFT total energy (eV) = -13736.9394
- <S²> = 0.772
- total charge = +1
- spin multiplicity = 2
- HOMO (alpha / beta) (eV) = -14.22 / -14.27

Atoms and positions in Å:
C  1.292  0.147  -0.144
O  -0.708  -0.072  1.753
C  -1.043  -0.155  0.566
C  0.032  -0.129  -0.477
F  2.287  0.123  -1.042
H  1.637  0.463  0.840
H  -0.251  -0.185  -1.532
Bi  -3.246  -0.193  0.037

=====

[6]
Computed, not measured: a molecular structure, C52H40AuN6S5Te, with wB97M-V/def2-TZVPD.

Results
- relative energy (zero: lowest compared OMol25 entry of this formula, charge and spin) (kJ/mol) = 0.0
- DFT total energy (eV) = -128662.6336
- total charge = +1
- HOMO (eV) = -9.83

Atoms and positions in Å:
Au  -0.668  2.875  0.935
S  -3.025  2.348  1.142
C  -3.357  2.910  -0.491
C  -4.330  2.289  -1.255
C  -4.430  2.547  -2.615
C  -5.342  1.757  -3.393
N  -6.050  1.084  -3.996
C  -3.597  3.491  -3.223
C  -2.696  4.208  -2.433
C  -2.593  3.928  -1.088
S  -1.467  4.788  -0.031
C  -3.591  3.681  -4.642
N  -3.540  3.814  -5.781
H  -4.966  1.538  -0.811
H  -2.066  4.962  -2.888
N  0.408  1.314  1.841
S  -0.122  0.025  2.312
N  -0.626  -1.176  1.314
S  0.164  -1.875  0.178
N  0.687  -1.142  -1.059
S  -0.164  0.023  -1.888
N  -0.299  1.307  -1.231
C  -1.707  -0.754  -2.317
C  -1.905  -1.469  -3.487
C  -3.147  -2.043  -3.721
C  -4.164  -1.910  -2.788
C  -3.950  -1.190  -1.621
C  -2.723  -0.594  -1.381
C  0.774  -0.037  -3.401
C  1.728  -0.991  -3.715
C  2.385  -0.908  -4.935
C  2.078  0.108  -5.828
C  1.116  1.057  -5.508
C  0.461  0.990  -4.288
C  1.625  -2.690  0.774
C  2.865  -2.385  0.234
C  3.979  -3.061  0.712
C  3.842  -4.018  1.705
C  2.592  -4.306  2.238
C  1.471  -3.642  1.773
C  -0.940  -3.186  -0.260
C  -1.995  -3.550  0.559
C  -2.777  -4.632  0.186
C  -2.499  -5.328  -0.981
C  -1.435  -4.951  -1.790
C  -0.643  -3.873  -1.431
C  -1.572  0.106  3.344
C  -2.811  -0.372  2.952
C  -3.904  -0.156  3.779
C  -3.751  0.524  4.975
C  -2.506  1.010  5.352
C  -1.410  0.809  4.533
C  1.072  -0.775  3.356
C  0.675  -1.739  4.271
C  1.637  -2.353  5.054
C  2.977  -2.017  4.902
C  3.359  -1.059  3.977
C  2.403  -0.419  3.199
H  -1.113  -1.571  -4.217
H  -3.322  -2.585  -4.640
H  -5.133  -2.347  -2.984
H  -4.753  -1.074  -0.904
H  -2.557  0.011  -0.497
H  1.957  -1.785  -3.018
H  3.137  -1.642  -5.191
H  2.589  0.161  -6.779
H  0.872  1.843  -6.207
H  -0.287  1.726  -4.020
H  2.950  -1.632  -0.535
H  4.955  -2.838  0.302
H  4.713  -4.548  2.065
H  2.491  -5.050  3.015
H  0.493  -3.862  2.179
H  -2.201  -2.997  1.464
H  -3.609  -4.930  0.809
H  -3.115  -6.170  -1.263
H  -1.226  -5.492  -2.701
H  0.184  -3.564  -2.055
H  -2.925  -0.879  2.006
H  -4.879  -0.514  3.480
H  -4.608  0.689  5.613
H  -2.391  1.549  6.281
H  -0.441  1.202  4.812
H  -0.370  -1.996  4.380
H  1.343  -3.092  5.786
H  3.725  -2.499  5.517
H  4.401  -0.793  3.868
H  2.670  0.356  2.496
C  2.682  2.397  -0.168
Te  1.064  3.580  -0.890
C  1.993  5.181  0.187
C  3.376  4.701  0.547
C  4.330  5.585  1.045
C  5.596  5.139  1.379
C  5.924  3.800  1.213
C  4.983  2.918  0.713
C  3.705  3.357  0.381
H  3.075  1.787  -0.981
H  2.238  1.742  0.581
H  1.382  5.369  1.070
H  2.007  6.087  -0.417
H  4.076  6.629  1.166
H  6.329  5.836  1.761
H  6.916  3.450  1.462
H  5.242  1.877  0.567

=====

[7]
Computed, not measured: a molecular structure, C22H22Br4NO5PReS2, with wB97M-V/def2-TZVPD.

Results
- relative energy (zero: lowest compared OMol25 entry of this formula, charge and spin) (kJ/mol) = 80.6
- DFT total energy (eV) = -348163.4700
- <S²> = 2.011
- total charge = -1
- spin multiplicity = 3
- HOMO (alpha / beta) (eV) = -4.17 / -3.85

Atoms and positions in Å:
Re  -0.235  0.863  -0.520
Br  -3.217  6.854  -2.633
C  -1.936  5.504  -2.279
C  -0.676  5.552  -2.859
Br  -0.207  6.993  -3.996
C  0.236  4.517  -2.637
Br  1.959  4.518  -3.421
C  -0.092  3.406  -1.860
O  0.677  2.368  -1.708
C  -1.364  3.396  -1.202
O  -1.656  2.357  -0.433
C  -2.262  4.427  -1.447
Br  -3.973  4.273  -0.642
N  1.222  -0.549  -1.459
C  1.377  -1.931  -1.109
C  2.597  -2.364  -0.608
C  2.810  -3.697  -0.302
C  1.806  -4.621  -0.540
C  0.581  -4.189  -1.021
C  0.336  -2.843  -1.290
C  -1.039  -2.493  -1.742
C  -1.496  -2.992  -2.961
C  -2.818  -2.839  -3.354
C  -3.720  -2.249  -2.478
C  -3.279  -1.745  -1.264
C  -1.929  -1.800  -0.901
H  0.906  -0.447  -2.422
H  2.109  -0.063  -1.364
H  3.392  -1.642  -0.456
H  3.764  -4.013  0.098
H  1.968  -5.675  -0.351
H  -0.222  -4.896  -1.189
H  -0.796  -3.518  -3.600
H  -3.147  -3.199  -4.320
H  -4.767  -2.173  -2.745
H  -3.964  -1.280  -0.567
C  1.700  3.492  5.072
C  1.833  2.112  4.458
O  0.529  1.637  4.134
P  0.244  0.501  3.013
S  -1.399  -0.961  0.565
S  1.263  1.257  1.301
O  1.387  -0.562  3.591
C  1.578  -1.831  2.982
C  0.645  -2.882  3.561
H  2.685  3.886  5.325
H  1.096  3.443  5.979
H  1.214  4.165  4.366
H  2.298  1.420  5.165
H  2.442  2.150  3.552
H  2.621  -2.103  3.168
H  1.429  -1.758  1.903
H  0.738  -2.910  4.649
H  0.897  -3.865  3.156
H  -0.384  -2.645  3.296
O  -1.544  0.621  -2.625
H  -1.996  -0.235  -2.662
H  -2.221  1.263  -2.363